Density functional theory data (ωB97M-V/def2-TZVPD) for 2 unconnected molecules or ions with the total composition C5H8N2 in a non-equilibrium geometry.

Structure (ORCA input):
```
! wB97M-V def2-TZVPD RIJCOSX def2/J DEFGRID3
* xyz 0 1
C 0.500 -1.654 -0.960
C 1.175 -0.400 -0.466
C 0.595 0.960 -0.542
C -0.817 1.116 -0.826
N -1.967 1.251 -0.811
N 0.856 0.336 0.786
C -1.050 0.621 1.867
H -0.585 -1.578 -0.877
H 0.759 -1.857 -2.008
H 0.849 -2.504 -0.365
H 2.253 -0.403 -0.701
H 1.210 1.804 -0.871
H -0.743 1.487 1.355
H -1.176 0.818 2.948
H -1.859 0.004 1.470
*
```

Properties
gap between HOMO and LUMO (alpha / beta)	9.23 / 8.23	eV
energy above the lowest of the compared OMol25 structures with the same formula, charge and spin	5.4560	eV
maximum force	1.4	eV/A

***

Density functional theory data (ωB97M-V/def2-TZVPD) for 2 unconnected molecules or ions with the total composition C14H25N2O6 in a non-equilibrium geometry.

Structure (ORCA input):
```
! wB97M-V def2-TZVPD RIJCOSX def2/J DEFGRID3
* xyz -1 1
C 2.135 4.316 -1.193
C 1.335 4.338 0.189
O 0.811 3.057 0.616
C 1.813 2.212 1.140
O 3.040 2.505 1.160
C 1.382 0.836 1.801
C 0.871 -0.304 0.796
C 0.895 0.061 -0.757
C 2.313 -0.235 -1.484
C 2.192 -1.754 -1.992
N 3.490 -2.207 -2.574
C 4.340 -2.916 -1.553
O 2.349 0.618 -2.691
C 3.411 1.510 -2.575
N 4.417 2.151 -2.459
H 3.252 4.073 -1.068
H 2.105 5.398 -1.599
H 1.655 3.658 -1.999
H 1.987 4.823 1.002
H 0.419 5.019 0.021
H 0.495 1.077 2.503
H 2.184 0.389 2.489
H -0.200 -0.616 1.077
H 1.509 -1.250 0.939
H 0.134 -0.655 -1.269
H 0.550 1.113 -1.022
H 1.365 -1.861 -2.803
H 1.831 -2.380 -1.105
H 4.036 -1.390 -2.883
H 5.302 -2.313 -1.451
H 3.837 -2.914 -0.517
H 4.552 -3.967 -1.943
C -5.580 -3.537 2.064
C -6.057 -2.602 0.969
O -5.744 -1.240 1.280
C -4.461 -0.885 1.100
O -3.576 -1.600 0.702
O -4.328 0.399 1.469
C -2.982 0.876 1.425
H -5.977 -3.226 3.034
H -5.897 -4.562 1.862
H -4.491 -3.526 2.149
H -7.144 -2.664 0.890
H -5.646 -2.879 -0.006
H -2.529 0.704 0.447
H -2.394 0.399 2.211
H -3.001 1.951 1.610
*
```

Properties
gap between HOMO and LUMO	4.96	eV
maximum force	4.6	eV/A

***

Density functional theory data (ωB97M-V/def2-TZVPD) for a molecular structure, C14H14BN4O8S4Tc in a non-equilibrium geometry.

Structure (ORCA input):
```
! wB97M-V def2-TZVPD RIJCOSX def2/J DEFGRID3
* xyz -1 2
Tc 0.822 -0.752 -0.937
N 3.287 2.994 -1.156
C 2.682 1.767 -1.013
S 1.119 1.553 -1.761
N 3.288 0.827 -0.371
N 2.665 -0.371 -0.341
C 3.306 -1.334 0.367
C 2.632 -2.535 0.474
C 3.147 -3.738 1.022
C 2.397 -4.875 1.004
C 1.101 -4.824 0.449
C 0.646 -3.642 -0.083
N 1.359 -2.510 -0.079
H 2.648 3.737 -1.393
H 3.960 3.208 -0.436
H 4.271 -1.131 0.800
H 4.145 -3.717 1.431
H 2.787 -5.805 1.392
H 0.479 -5.703 0.430
H -0.338 -3.586 -0.537
C -0.687 -1.326 2.288
S 0.310 0.144 2.499
O 0.217 0.894 1.096
O -0.296 0.979 3.498
O 1.678 -0.207 2.686
H -1.525 -1.236 2.964
H -0.073 -2.184 2.527
H -1.018 -1.381 1.254
O -1.544 1.304 -0.458
B -0.743 1.701 0.581
O -1.071 2.977 1.008
C -2.099 3.369 0.191
C -2.810 4.549 0.172
C -3.823 4.648 -0.775
C -4.107 3.614 -1.660
C -3.386 2.429 -1.652
C -2.386 2.333 -0.708
H -2.588 5.346 0.863
H -4.405 5.556 -0.824
H -4.913 3.723 -2.369
H -3.568 1.606 -2.327
O -2.118 -3.070 -1.883
S -1.677 -1.692 -1.975
O -1.198 -1.218 -0.641
O -2.642 -0.796 -2.568
S 0.070 -1.627 -3.050
*
```

Properties
gap between HOMO and LUMO (alpha / beta)	6.26 / 6.20	eV
energy above the lowest of the compared OMol25 structures with the same formula, charge and spin	2.1459	eV
maximum force	2.6	eV/A
<S²>	1.0020

***

Density functional theory data (ωB97M-V/def2-TZVPD) for a gas-phase ion, C7H16O2 (charge +2) in a non-equilibrium geometry.

Structure (ORCA input):
```
! wB97M-V def2-TZVPD RIJCOSX def2/J DEFGRID3
* xyz 2 1
C -1.342 -1.542 0.028
C 0.028 -1.189 -0.614
C -2.377 -0.553 0.096
C 0.995 -0.867 0.568
C 1.480 1.558 0.564
C -3.300 1.461 -0.525
C 3.417 -0.080 -0.125
O -2.254 0.527 -0.504
O 1.985 0.182 0.014
H -1.954 -2.438 -0.599
H 1.819 1.776 1.581
H 0.495 -2.135 -1.082
H 0.000 -0.357 -1.369
H -3.304 -0.735 0.539
H -1.058 -1.926 0.963
H 0.522 -0.417 1.513
H 1.706 -1.711 0.782
H 0.433 1.422 0.377
H 1.880 2.183 -0.184
H -4.307 0.971 -0.905
H -3.409 1.893 0.470
H -2.865 2.285 -1.125
H 3.901 0.523 0.715
H 3.825 -1.151 0.010
H 3.684 0.319 -1.188
*
```

Properties
gap between HOMO and LUMO	10.80	eV
energy above the lowest of the compared OMol25 structures with the same formula, charge and spin	0.0000	eV
maximum force	3.8	eV/A